1.
The following is a quantum chemistry calculation of one molecule with the formula C2H2FP in a non-equilibrium geometry, from the OMol25 dataset.

The total energy comes out at -518.5288 a.u. The calculation puts the energy above the lowest of the compared OMol25 structures with the same formula, charge and spin at 156.7 kJ/mol. Its maximum force is 0.052 hartree/bohr. For the frontier orbital gap, the calculation gives 10.422 eV. Its HOMO energy is -10.176 eV. The SMILES is C#CPF.

The geometry in ORCA input format:
```
! RIJCOSX wB97M-V def2-TZVPD def2/J DEFGRID3
* xyz 0 1
P 1.389 0.591 0.027
F 2.212 -0.707 -0.408
C -0.577 -0.023 0.311
C -1.753 -0.287 0.483
H -2.668 -0.420 0.951
H 1.397 0.847 -1.365
*
```


2.
The following is a quantum chemistry calculation of a 2-piece molecular cluster, CH2Cl2N2 overall in a non-equilibrium geometry, from the OMol25 dataset.

The total energy comes out at -1069.1135 a.u. The calculation puts the energy above the lowest of the compared OMol25 structures with the same formula, charge and spin at 153.9 kJ/mol. Its maximum force is 0.059 hartree/bohr. For the frontier orbital gap, the calculation gives 9.622 eV. Its HOMO energy is -9.646 eV. The SMILES is N=C=NCl.Cl.

The geometry in ORCA input format:
```
! RIJCOSX wB97M-V def2-TZVPD def2/J DEFGRID3
* xyz 0 1
Cl 1.525 -1.814 0.233
Cl -1.609 -1.367 0.398
N 0.299 1.688 -0.966
N -1.269 0.250 0.150
C -0.450 1.033 -0.282
H 0.693 2.575 -0.647
H 0.810 -2.365 1.115
*
```


3.
The following is a quantum chemistry calculation of an isolated ion of composition C2HO3S2 and charge -1 in a non-equilibrium geometry, from the OMol25 dataset.

The total energy comes out at -1098.8280 a.u. The calculation puts the energy above the lowest of the compared OMol25 structures with the same formula, charge and spin at 428.1 kJ/mol. Its maximum force is 0.105 hartree/bohr. For the frontier orbital gap (alpha / beta), the calculation gives 6.158 / 6.694 eV. Its HOMO energy (alpha / beta) is -3.405 / -3.635 eV.

The geometry in ORCA input format:
```
! RIJCOSX wB97M-V def2-TZVPD def2/J DEFGRID3
* xyz -1 1
S -1.743 0.213 0.461
S 1.241 -0.082 1.015
O 2.146 -1.014 -1.376
O -2.307 0.532 -0.833
O -1.438 -1.201 0.781
C 2.060 -0.891 -0.166
C 0.033 0.728 0.268
H 0.008 1.714 -0.149
*
```


4.
The following is a quantum chemistry calculation of one molecule with the formula C4H11N3 in a non-equilibrium geometry, from the OMol25 dataset.

The total energy comes out at -323.1825 a.u. The calculation puts the energy above the lowest of the compared OMol25 structures with the same formula, charge and spin at 325.6 kJ/mol. Its maximum force is 0.107 hartree/bohr. For the frontier orbital gap, the calculation gives 9.320 eV. Its HOMO energy is -8.339 eV. The SMILES is [H]/N=C/NCCCN.

The geometry in ORCA input format:
```
! RIJCOSX wB97M-V def2-TZVPD def2/J DEFGRID3
* xyz 0 1
N 1.543 1.816 -0.226
N -0.828 -0.098 1.148
N -2.096 -1.665 -0.163
C 0.784 0.891 -1.030
C -2.030 -0.572 0.587
C 0.344 -0.838 0.766
C 0.776 -0.559 -0.685
H 1.705 -0.865 -0.684
H 1.217 1.196 -1.983
H -0.251 1.289 -1.020
H 0.394 -1.912 0.937
H -3.048 -2.164 0.101
H 1.114 -0.476 1.538
H 0.180 -0.934 -1.638
H -2.956 -0.170 0.938
H -0.794 0.722 1.738
H 1.551 2.885 -0.442
H 2.395 1.456 0.117
*
```


5.
The following is a quantum chemistry calculation of a 12-piece molecular cluster, C27H39FN13 overall in a non-equilibrium geometry, from the OMol25 dataset.

The total energy comes out at -1863.4380 a.u. The calculation puts the energy above the lowest of the compared OMol25 structures with the same formula, charge and spin at 0.0 kJ/mol. Its maximum force is 0.105 hartree/bohr. For the frontier orbital gap, the calculation gives 7.968 eV. Its HOMO energy is -12.450 eV.

The geometry in ORCA input format:
```
! RIJCOSX wB97M-V def2-TZVPD def2/J DEFGRID3
* xyz 1 1
F 1.896 3.230 -0.933
N 4.829 0.017 -4.382
N -6.208 -8.113 7.173
N 3.748 -0.998 2.390
N -3.125 4.203 -1.612
N 6.945 2.496 5.201
N -2.560 -3.395 6.859
N -3.884 -7.334 2.257
N -0.463 2.963 -5.771
N -0.807 -0.130 -2.574
N 3.045 4.515 -3.857
N 1.725 -3.256 -1.576
N 1.316 4.183 -1.715
N -3.342 1.349 3.395
C -2.365 3.089 -1.555
C -5.082 -5.806 7.631
C -2.346 3.196 1.848
C 2.939 -1.687 -3.795
C -2.430 -2.769 5.905
C 0.055 3.971 -5.589
C 3.189 -5.373 -1.153
C -5.713 -7.096 7.375
C -4.572 -7.762 3.070
C 4.808 1.347 4.243
C -0.982 5.367 -1.717
C 3.993 -0.728 -4.124
C -2.433 5.369 -1.693
C -5.447 -8.308 4.106
C -0.928 2.922 -1.557
C 0.717 5.249 -5.358
C -1.462 0.246 -3.442
C 6.005 1.990 4.779
C 2.371 -4.188 -1.389
C -2.903 2.164 2.716
C 3.864 4.067 -4.527
C 4.901 3.500 -5.375
C -2.266 -1.978 4.689
C -2.294 0.718 -4.544
C 2.301 -0.098 0.416
C -0.148 4.171 -1.653
C 3.110 -0.602 1.522
H 5.029 0.358 3.844
H 2.861 -2.468 -4.553
H -1.237 -1.634 4.573
H 2.656 -6.285 -1.423
H 5.813 4.098 -5.341
H 1.581 3.937 -2.701
H 1.791 5.166 -5.470
H 4.042 1.224 5.011
H 2.794 -0.254 -0.544
H -2.518 -2.557 3.800
H 4.109 -5.346 -1.739
H -0.423 1.927 -1.531
H -5.867 -9.270 3.810
H -2.906 -1.095 4.695
H -1.811 0.550 -5.507
H 5.163 2.485 -5.064
H -3.999 -5.861 7.518
H -3.256 0.203 -4.565
H -2.534 4.196 2.242
H 1.728 5.125 -1.567
H 2.112 0.973 0.515
H 0.375 6.013 -6.059
H -1.265 3.089 1.741
H -2.778 3.155 0.850
H 4.583 3.449 -6.417
H -5.442 -5.041 6.942
H -2.939 2.126 -1.512
H -0.466 6.360 -1.785
H 4.368 1.933 3.435
H 3.127 -2.177 -2.844
H 0.522 5.624 -4.352
H 1.332 -0.597 0.367
H 3.472 -5.458 -0.103
H 1.964 -1.204 -3.725
H -6.282 -7.640 4.317
H -2.495 1.786 -4.463
H -4.911 -8.462 5.041
H -5.285 -5.453 8.643
H -3.010 6.322 -1.764
*
```


6.
The following is a quantum chemistry calculation of one molecule with the formula C4H6O2 in a non-equilibrium geometry, from the OMol25 dataset.

The total energy comes out at -306.3197 a.u. The calculation puts the energy above the lowest of the compared OMol25 structures with the same formula, charge and spin at 489.9 kJ/mol. Its maximum force is 0.037 hartree/bohr. For the frontier orbital gap, the calculation gives 9.234 eV. Its HOMO energy is -8.455 eV.

The geometry in ORCA input format:
```
! RIJCOSX wB97M-V def2-TZVPD def2/J DEFGRID3
* xyz 0 1
O -0.905 -1.232 -1.857
O -0.494 0.364 1.362
C 0.741 -0.077 -0.298
C 0.616 1.036 0.712
C -0.982 -0.353 -0.987
C -0.709 -0.636 0.410
H 1.487 1.120 1.369
H 1.431 -0.246 -1.121
H -0.891 -1.647 0.807
H -1.483 0.629 -1.075
H 0.862 -0.997 0.312
H 0.327 2.039 0.366
*
```